A molecular structure, C36H49IN3O4SW, computed with ωB97M-V with the def2-TZVPD basis set.

Last column: Löwdin charge in e.
Cartesian coordinates (Å):
W (-0.8829, 0.3479, 0.5847)  1.611
C (-1.6099, -1.6741, 1.4153)  -0.155
C (-1.4734, -1.8986, 0.0168)  -0.176
C (-0.0457, -1.8597, -0.2477)  -0.132
C (0.5885, -1.4372, 0.9505)  -0.097
C (-0.3493, -1.3817, 2.0118)  -0.319
C (0.0310, -1.3833, 3.4882)  -0.548
C (-1.1869, -1.6538, 4.3714)  -0.049
C (0.7145, -0.0779, 3.8953)  -0.041
C (1.0277, -2.5390, 3.6790)  -0.028
C (0.7958, -2.5162, -1.3496)  -0.486
C (0.7411, -4.0167, -0.9759)  -0.013
C (2.2785, -2.1270, -1.2815)  -0.042
C (0.3236, -2.3405, -2.7925)  -0.015
C (-2.6993, -2.2189, -0.8551)  -0.513
C (-2.8049, -1.2940, -2.0732)  -0.037
C (-2.6945, -3.6851, -1.3057)  -0.033
C (-3.9845, -2.0068, -0.0391)  -0.047
H (-2.5389, -1.7182, 1.9530)  0.095
H (1.6447, -1.2543, 1.0634)  0.117
H (-1.9561, -0.8882, 4.2760)  0.035
H (-0.8744, -1.6775, 5.4162)  0.096
H (-1.6363, -2.6217, 4.1394)  0.096
H (1.5156, 0.1736, 3.1994)  0.062
H (1.1420, -0.1811, 4.8947)  0.100
H (0.0030, 0.7498, 3.9242)  0.050
H (0.6154, -3.4806, 3.3111)  0.098
H (1.2522, -2.6579, 4.7400)  0.094
H (1.9660, -2.3465, 3.1566)  0.086
H (1.2936, -4.1953, -0.0517)  0.096
H (1.2126, -4.5956, -1.7715)  0.101
H (-0.2712, -4.3871, -0.8377)  0.066
H (2.7224, -2.3755, -0.3171)  0.081
H (2.4425, -1.0744, -1.4891)  0.064
H (2.8128, -2.7127, -2.0307)  0.100
H (-0.6531, -2.7831, -2.9758)  0.066
H (1.0317, -2.8493, -3.4475)  0.101
H (0.2945, -1.2963, -3.0964)  0.073
H (-1.8996, -1.2643, -2.6692)  0.052
H (-3.0290, -0.2742, -1.7561)  0.060
H (-3.6244, -1.6325, -2.7100)  0.103
H (-1.8937, -3.9133, -2.0068)  0.063
H (-3.6392, -3.9015, -1.8066)  0.096
H (-2.6075, -4.3589, -0.4508)  0.099
H (-4.0507, -0.9922, 0.3629)  0.077
H (-4.0745, -2.7172, 0.7837)  0.095
H (-4.8426, -2.1584, -0.6944)  0.097
S (-2.4355, 0.9742, 2.4865)  0.774
C (-3.2415, 1.8498, 1.2128)  -0.682
C (-4.3721, 2.6519, 1.2948)  -0.055
C (-4.8044, 3.2747, 0.1397)  -0.031
C (-4.1027, 3.1015, -1.0529)  -0.028
C (-2.9923, 2.2883, -1.0577)  -0.094
N (-2.5918, 1.6599, 0.0566)  -0.119
H (-4.8805, 2.7770, 2.2400)  0.117
H (-5.6826, 3.9064, 0.1648)  0.121
H (-4.4118, 3.5934, -1.9632)  0.116
H (-2.3910, 2.1238, -1.9395)  0.096
I (2.6121, 5.6584, 0.6219)  0.935
C (1.2679, 4.1987, 1.1462)  -0.763
C (0.4585, 4.1532, 2.2620)  -0.109
N (-0.2202, 3.0045, 2.2040)  -0.011
N (0.0891, 2.2927, 1.1004)  -0.090
C (1.0101, 3.0139, 0.4585)  -0.160
H (0.3259, 4.8457, 3.0760)  0.133
H (-0.9589, 2.6536, 2.8060)  0.050
H (1.4828, 2.6409, -0.4296)  0.099
O (2.7325, 1.7494, -3.8599)  0.092
C (1.4743, 1.6705, -4.3140)  -0.247
C (1.2579, 1.9693, -5.6620)  0.006
C (-0.0084, 1.8910, -6.1950)  -0.057
C (-1.0981, 1.5108, -5.4063)  -0.073
C (-0.8923, 1.2300, -4.0764)  -0.038
C (0.3831, 1.3150, -3.5004)  -0.076
C (0.6035, 1.0168, -2.0736)  -0.525
O (1.7352, 0.9378, -1.5917)  0.010
O (-0.4764, 0.8366, -1.3537)  -0.205
H (2.7213, 1.4702, -2.9216)  0.081
H (2.1099, 2.2523, -6.2647)  0.126
H (-0.1569, 2.1185, -7.2427)  0.113
H (-2.0857, 1.4317, -5.8385)  0.105
H (-1.7176, 0.9062, -3.4571)  0.084
C (5.2828, 0.3507, 1.8535)  -0.141
C (4.9479, 1.3462, 2.9849)  -0.135
C (3.5945, 1.9326, 2.5572)  -0.205
O (3.0604, 1.0289, 1.5899)  -0.191
C (4.1900, 0.6174, 0.8228)  -0.194
H (5.2151, -0.6759, 2.2135)  0.109
H (6.2804, 0.4960, 1.4431)  0.113
H (5.6991, 2.1286, 3.0788)  0.110
H (4.8764, 0.8397, 3.9461)  0.107
H (3.7279, 2.9188, 2.0988)  0.090
H (2.8739, 2.0221, 3.3702)  0.113
H (4.4788, 1.4235, 0.1361)  0.129
H (3.9028, -0.2500, 0.2335)  0.101

Net charge: +1
Multiplicity: 3
DFT total energy, hartree: -2629.280511
E_LUMO (spin up / spin down), hartree: -0.0898 / -0.1334
<S²>: 2.02
Frontier orbital gap (spin up / spin down), Eh: 0.3072 / 0.2643
Highest occupied orbital energy (spin up / spin down), eV: -10.8 / -10.8

A molecular structure, C36H50AlFGe2N4O5 at a distorted geometry, computed with ωB97M-V with the def2-TZVPD basis set.

Last column: Löwdin charge in e.
Cartesian coordinates (Å):
Al (0.9279, -0.4945, -0.2741)  0.161
F (4.4704, -3.9327, -4.4920)  0.082
C (3.3771, -4.3382, -3.8252)  -0.175
C (2.6272, -3.3823, -3.2220)  0.101
C (1.4939, -3.7334, -2.4748)  -0.041
C (0.7735, -2.7629, -1.6978)  -0.195
O (1.1525, -1.5292, -1.7105)  0.076
C (-0.2914, -3.2175, -0.9122)  0.011
C (-0.6813, -4.5331, -1.0276)  0.082
N (-0.0562, -5.4283, -1.7842)  0.038
C (-0.5875, -6.7900, -1.8575)  -0.242
C (-2.0582, -6.9616, -2.0751)  -0.063
C (-1.1012, -7.2975, -3.1736)  -0.083
C (1.1033, -5.0803, -2.4617)  -0.096
C (1.8808, -6.0480, -3.1110)  0.070
C (3.0574, -5.7231, -3.7635)  -0.108
N (3.8373, -6.7161, -4.3695)  -0.073
C (5.1127, -6.4091, -5.0446)  -0.111
C (5.5884, -7.6598, -5.8021)  -0.068
N (4.3734, -8.4551, -6.1895)  0.071
C (3.7454, -9.0732, -4.9646)  -0.060
C (3.8783, -8.0706, -3.8132)  -0.115
C (-1.0452, -2.3573, 0.0784)  -0.482
O (-2.1406, -2.6788, 0.4380)  0.146
O (-0.3984, -1.2870, 0.5132)  0.011
H (2.9153, -2.3428, -3.3195)  0.151
H (-1.5396, -4.8873, -0.4692)  0.167
H (-0.0839, -7.4840, -1.1973)  0.160
H (-2.6533, -6.0660, -2.2009)  0.121
H (-2.5631, -7.7594, -1.5502)  0.122
H (-1.0582, -6.6290, -4.0254)  0.120
H (-0.9234, -8.3381, -3.4115)  0.112
H (1.5278, -7.0672, -3.0989)  0.106
H (5.8937, -6.1074, -4.3436)  0.145
H (4.9659, -5.6000, -5.7497)  0.128
H (6.2243, -8.3029, -5.2011)  0.139
H (6.1352, -7.3763, -6.6966)  0.145
H (4.5914, -9.1655, -6.8876)  0.192
H (3.7027, -7.8043, -6.5994)  0.186
H (4.2611, -10.0038, -4.7404)  0.144
H (2.7053, -9.2856, -5.1993)  0.139
H (4.8217, -8.2217, -3.2802)  0.141
H (3.0839, -8.2431, -3.0986)  0.121
C (0.0085, 5.0159, -0.6569)  -0.163
C (-0.4909, 3.5844, -0.8960)  -0.357
Ge (-0.8498, 2.6558, 0.7966)  0.869
C (0.3977, 2.6628, 2.3318)  -0.362
C (0.9962, 4.0401, 2.6511)  -0.162
C (-2.5306, 3.4608, 1.4120)  -0.228
C (-3.4532, 2.5075, 1.5685)  -0.353
Ge (-2.5642, 0.8043, 1.1062)  0.920
C (-3.0290, 0.2210, -0.7269)  -0.353
C (-4.2910, -0.6354, -0.9045)  -0.162
C (-2.3815, -0.3140, 2.7071)  -0.347
C (-3.6091, -1.1695, 3.0524)  -0.159
C (-4.8676, 2.6798, 1.9970)  -0.229
C (-5.3437, 3.8870, 2.5159)  -0.035
C (-6.6685, 4.0232, 2.8997)  -0.075
C (-7.5506, 2.9554, 2.7753)  -0.085
C (-7.0954, 1.7499, 2.2652)  -0.077
C (-5.7662, 1.6192, 1.8843)  -0.066
H (-0.0041, 5.5911, -1.5860)  0.071
H (1.0288, 5.0142, -0.2762)  0.046
H (-0.6252, 5.5436, 0.0601)  0.064
H (0.2055, 3.0257, -1.5201)  0.039
H (-1.4647, 3.5983, -1.3910)  0.060
H (1.1930, 1.9235, 2.1703)  0.029
H (-0.2199, 2.3134, 3.1611)  0.055
H (1.6697, 4.3695, 1.8606)  0.046
H (1.5587, 4.0258, 3.5887)  0.068
H (0.2047, 4.7852, 2.7557)  0.070
H (-2.7549, 4.5226, 1.5522)  0.061
H (-2.1549, -0.2915, -1.1421)  0.029
H (-3.1278, 1.1719, -1.2536)  0.063
H (-4.2359, -1.5511, -0.3122)  0.048
H (-4.4290, -0.9198, -1.9520)  0.067
H (-5.1811, -0.0841, -0.5991)  0.058
H (-2.1896, 0.4164, 3.4955)  0.063
H (-1.4991, -0.9430, 2.5949)  0.035
H (-4.4970, -0.5546, 3.1992)  0.054
H (-3.4399, -1.7225, 3.9801)  0.070
H (-3.8174, -1.8948, 2.2631)  0.051
H (-4.6675, 4.7260, 2.6290)  0.105
H (-7.0159, 4.9679, 3.3000)  0.106
H (-8.5846, 3.0663, 3.0767)  0.104
H (-7.7742, 0.9116, 2.1639)  0.105
H (-5.4140, 0.6743, 1.4852)  0.072
N (2.5501, -1.0282, 0.8161)  0.100
C (3.7195, -0.5003, 0.0284)  -0.170
C (3.8317, 1.0106, 0.1374)  -0.058
C (2.5678, 1.8112, -0.1645)  -0.512
O (2.5496, 2.9944, -0.0404)  0.145
O (1.4839, 1.0929, -0.5247)  -0.001
H (2.5811, -0.6389, 1.7570)  0.144
H (2.6429, -2.0345, 0.9208)  0.133
H (3.5598, -0.7894, -1.0099)  0.112
H (4.6449, -0.9553, 0.3754)  0.131
H (4.6148, 1.3551, -0.5374)  0.142
H (4.1375, 1.3151, 1.1415)  0.141

Net charge: +2
DFT total energy, hartree: -6492.788595
E_LUMO, hartree: -0.2229
Frontier orbital gap, Eh: 0.1708
Highest occupied orbital energy, eV: -10.7